Entry 1:
An isolated molecule of C8H17NO2S in a non-equilibrium geometry, computed with ωB97M-V with the def2-TZVPD basis set.

Results
largest force on an atom	3.1	eV/A
electronic energy	-918.10343	hartree
spin multiplicity	3

Structure (XYZ):
```
29
Properties=species:S:1:pos:R:3:forces:R:3
C 2.287 -0.219 1.253 0.2045 1.9642 -1.1128
H -1.842 -1.272 -1.861 -2.4476 0.5894 -0.7536
H 1.323 -2.785 3.183 0.2812 -0.3818 -0.1068
H 2.929 -1.068 1.196 0.1313 -1.0316 0.1385
C -0.587 -0.313 -0.492 -2.1647 1.0233 0.2083
C 0.008 1.372 -2.262 -0.7588 1.6488 0.7414
H -0.585 2.858 -0.131 -1.3520 1.1048 -0.1121
O 1.476 -0.125 2.393 -2.4023 -1.9245 0.4409
C -1.364 1.633 -2.941 -0.1432 -0.8004 -1.1748
C -0.015 2.025 0.152 -1.0399 -1.4753 1.8229
C 0.401 -2.231 3.239 -0.2136 0.3019 -1.2210
N 0.407 -1.125 2.261 1.5460 -0.8204 1.8317
H -1.747 2.280 -2.199 -1.4235 1.2668 0.0875
O -1.827 -1.927 1.613 0.3588 -0.0483 -0.6187
H -2.079 0.775 -3.014 0.9037 0.3557 0.2700
C -0.185 0.911 -0.763 0.0174 -0.1574 -2.8296
C -0.980 -1.430 -1.323 1.5561 -1.1180 0.7739
H 0.246 -1.882 4.217 -0.0012 0.6737 1.5505
H -1.349 2.069 -4.013 0.3489 -0.3395 1.9613
H -1.122 -2.251 -0.637 -0.1408 -0.7776 -0.3137
H 0.476 2.408 -2.219 -0.2121 -1.2921 -0.0278
H 2.938 0.656 1.326 0.1331 -0.0058 0.1612
S -1.074 -0.660 1.512 0.7667 2.0897 -1.3335
H -0.504 -2.800 2.970 0.8212 -0.1024 0.0548
H 0.950 2.361 0.051 2.6881 0.8288 0.0543
H 0.589 0.799 -2.910 1.3148 -1.3983 -0.5709
H 1.714 -0.041 0.327 0.2502 -0.5677 0.4190
H -0.188 1.677 1.183 -0.0391 0.6188 -0.2168
H -0.296 -1.695 -2.111 1.0167 -0.2247 -0.1240
```
Positions in Å, forces in eV/Å.

***

Entry 2:
An isolated molecule of C8H17NO3S in a non-equilibrium geometry, computed with ωB97M-V with the def2-TZVPD basis set.

Results
energy above the lowest of the compared OMol25 structures with the same formula, charge and spin	6.254	eV
largest force on an atom	9.3	eV/A
spin multiplicity	1

Structure (XYZ):
```
30
Properties=species:S:1:pos:R:3:forces:R:3
C 0.704 1.526 2.490 -0.2700 -0.4292 0.4799
H 1.055 -2.938 -0.554 -0.0250 1.9981 -1.8169
H 1.387 1.577 3.455 -1.3793 -0.0159 -2.0478
H -1.088 -3.087 -2.024 0.7025 2.2483 0.6836
H -2.155 0.467 1.109 0.2823 1.8602 1.6914
H -1.964 -0.807 -3.316 2.5479 0.3113 0.9011
H 0.466 2.624 2.154 0.5110 -2.1580 0.5627
C 1.460 -0.679 -0.738 1.4920 -1.9391 2.1317
H -0.976 1.269 4.010 0.7077 -1.0693 -2.2360
H -0.622 -0.349 3.051 -0.1538 2.4837 -0.3808
C -0.693 -2.022 -1.711 0.6912 0.3815 -0.9837
H -0.327 -1.493 -3.969 -0.5862 1.5943 2.1845
S -0.023 0.624 -2.496 -1.8142 8.2990 -3.7567
O -1.011 1.556 -1.705 3.3991 -4.7024 -1.3911
H -3.014 1.319 2.576 2.1650 -0.1937 -1.1021
C -0.830 -0.987 -3.018 -0.6090 -2.4721 0.6243
H 1.523 -2.439 -2.347 -1.0839 0.9515 1.8177
H -1.827 2.332 1.486 -0.2578 -2.2499 0.9555
H 2.604 -0.869 -0.451 -2.4293 0.7057 -0.8920
H -1.311 -1.599 -0.801 1.3242 -0.9643 -1.8312
O 1.460 0.455 -1.674 -2.6648 -1.5710 -0.8514
O 0.304 1.422 -3.818 -0.3632 -3.9500 4.6319
H 2.492 0.231 1.889 -2.1547 0.6939 -1.3219
N 0.775 -0.353 0.606 0.7498 0.4302 -2.4483
H 2.018 1.549 0.628 -1.0891 -1.8130 1.2386
H -0.179 -0.040 0.317 0.9837 0.1563 0.7820
C 0.931 -2.100 -1.395 -1.2411 -0.2660 1.3071
C -2.001 1.270 1.972 0.1629 -0.5364 -0.2415
C 1.551 0.718 1.341 1.1846 1.3326 0.6155
C -0.709 0.824 2.936 -0.7822 0.8838 0.6941
```
Positions in Å, forces in eV/Å.

***

Entry 3:
C8H18BN3O3RuS5Sb as an isolated structure, computed with ωB97M-V with the def2-TZVPD basis set.

Results
energy above the lowest of the compared OMol25 structures with the same formula, charge and spin	0.000	eV
total charge	-1
largest force on an atom	0.7	eV/A
spin multiplicity	5

Structure (XYZ):
```
40
Properties=species:S:1:pos:R:3:forces:R:3
H 1.864 -3.000 4.626 0.0024 0.0023 0.0015
H -2.359 2.983 0.396 -0.0080 -0.0031 -0.0194
H -0.190 3.775 -0.835 -0.0006 0.0126 -0.0006
C -3.031 0.810 -1.730 0.0444 0.0125 -0.0057
H -2.910 -0.070 -1.097 -0.0200 -0.0050 0.0022
S 3.778 -4.529 3.006 -0.0466 -0.0450 -0.0397
O 0.759 -1.187 -4.535 0.0459 0.1927 -0.1462
C 0.205 2.762 -0.753 -0.0131 -0.0785 0.0066
H 0.592 -2.977 3.413 0.0074 0.0290 -0.0034
Ru 2.015 -2.072 -0.449 0.4985 -0.0257 -0.1587
H -1.168 2.233 1.460 -0.0006 -0.0241 0.0063
H -0.902 3.155 -3.094 -0.0013 0.0061 -0.0103
C -1.866 2.744 -2.801 0.0119 -0.0050 0.0429
H -3.411 0.483 -2.699 0.0042 -0.0031 -0.0014
O -0.297 0.450 -0.407 -0.0219 0.0160 -0.2819
H -0.180 -1.008 2.657 -0.0010 -0.0277 0.0094
H -2.491 1.260 0.794 -0.0038 -0.0033 0.0171
C 1.780 -0.758 2.222 0.0974 -0.1066 -0.3209
S 0.926 -3.749 0.503 -0.1709 -0.2985 0.1167
O -0.831 0.582 -2.634 -0.2383 0.2194 -0.1312
H 0.817 2.546 -1.630 0.0033 0.0147 -0.0030
N 0.754 -1.204 -1.942 -0.2454 0.3208 0.5428
C -1.792 2.067 0.580 0.0447 -0.0046 -0.0154
Sb 3.038 -5.107 0.914 -0.1666 0.3178 0.0215
N 2.193 -1.649 3.107 -0.0249 0.1527 0.0237
S 0.652 -2.059 -3.341 0.0126 -0.3939 0.0291
C -1.689 1.503 -1.945 0.0284 -0.0522 -0.0041
C 1.279 -2.346 3.988 -0.0157 -0.0751 0.0043
H -2.429 3.507 -2.258 -0.0010 0.0056 -0.0084
S 3.900 -3.270 -0.499 0.0576 0.1132 -0.0149
H 0.846 2.696 0.126 -0.0046 0.0050 -0.0019
H 0.188 0.025 1.336 -0.0640 0.0686 0.0579
H -3.762 1.480 -1.275 -0.0049 -0.0049 0.0068
S 2.848 -0.070 1.043 -0.1665 -0.1933 0.1216
H 0.720 -1.633 4.597 0.0129 -0.0018 0.0234
B -0.090 -0.098 -1.692 0.2599 -0.2377 0.1207
H -2.416 2.486 -3.705 -0.0004 -0.0027 -0.0046
N 0.484 -0.388 2.220 0.1371 -0.0025 -0.0078
H 3.091 -2.106 2.947 -0.0148 0.0168 -0.0227
C -0.916 1.735 -0.615 -0.0337 0.0885 0.0475
```
Positions in Å, forces in eV/Å.

***

Entry 4:
C8H18Br2Cl3LiMgN3Na2O5S as an isolated structure in a non-equilibrium geometry, computed with ωB97M-V with the def2-TZVPD basis set.

Results
total charge	+1
largest force on an atom	10.2	eV/A
electronic energy	-8314.30307	hartree
spin multiplicity	1

Structure (XYZ):
```
44
Properties=species:S:1:pos:R:3:forces:R:3
H -1.365 1.111 0.431 -0.0998 -0.6395 -1.0705
H -0.530 4.275 3.161 -0.0613 -0.0500 0.0001
Cl 2.884 -3.663 -3.041 -0.2774 2.3236 -0.9927
C 2.332 -1.923 -2.584 -1.9140 2.7162 3.6264
H 3.636 -0.036 -2.030 -0.1946 -2.2466 0.0707
H 0.669 -0.125 -2.423 0.7303 0.3972 1.0756
H 1.285 -2.484 -0.508 -0.1043 2.0081 -1.9020
H 3.037 -1.141 0.338 1.8904 -1.0995 -1.4860
O -1.763 2.766 2.532 -1.3424 -0.2058 -0.6863
Na 3.657 -4.990 0.441 1.1664 0.2196 1.5318
H -2.204 5.251 4.650 -0.1023 -0.0783 -0.2995
O -3.267 4.652 2.967 0.6693 -0.5745 -0.7106
H -0.676 -2.312 -3.092 0.8070 -0.5247 1.9625
C -0.688 -0.371 -0.979 0.7278 -2.5381 -0.0626
H -1.777 -2.170 -0.310 -0.1197 0.4617 -0.9106
Cl -4.343 0.736 1.777 -0.9666 -10.0722 -1.2097
C -1.266 3.585 3.588 0.6233 1.0861 0.5141
N 0.764 -0.399 -1.403 -3.4781 -1.5437 -0.8939
C 1.082 -1.889 -1.522 -1.1017 -1.7949 -0.7517
N -1.159 0.850 -0.562 -1.0281 -0.2488 -0.8745
Cl -1.743 -4.612 -1.366 -2.9892 -3.4809 1.1847
H -0.518 -3.659 -1.663 1.4719 2.8526 -1.1865
O -4.143 2.632 1.786 1.9598 9.4498 -0.5000
H -3.084 3.702 4.775 0.0667 0.0410 0.0038
C -0.378 -2.534 -1.977 2.4946 1.7190 -0.6165
H 4.897 -1.051 0.051 -1.8753 -1.0089 -0.9631
Br 2.257 -5.341 -1.420 -2.1294 -2.4777 0.7840
C 3.917 -1.563 -0.345 -0.2621 0.5517 0.5454
O 0.180 5.374 0.238 1.3447 0.1847 -0.1295
H 2.058 -1.365 -3.598 -0.6740 -1.3286 3.0987
H 4.061 -2.731 -0.160 -0.4033 2.3826 -0.5400
H -0.787 2.974 4.357 -0.2311 -0.1720 -0.2549
H -0.666 5.000 0.409 -1.1600 -0.3634 0.1407
C 3.687 -1.203 -1.929 0.6773 -0.2406 1.4610
H 4.648 -1.552 -2.513 -2.1187 0.8395 1.6678
O -2.511 4.201 0.633 -0.7881 -1.3759 0.7884
Li -4.543 0.978 -0.648 -0.0034 -0.1168 1.3280
C -2.483 4.338 4.117 0.2427 -0.3375 0.6184
Na -0.543 -6.700 -0.836 0.0398 0.0190 -0.1003
S -3.012 3.530 1.812 -0.1400 2.3705 0.3454
N -1.352 -1.720 -1.151 3.7289 4.5155 1.1629
H -1.265 1.611 -1.298 0.9820 -1.1004 1.6011
Br 3.657 -2.058 -4.462 4.0170 -0.3677 -7.1117
Mg -2.643 0.024 3.758 -0.0752 -0.1516 -0.2581
```
Positions in Å, forces in eV/Å.

***

Number 2 is which compound?
C8H17NO3S